46
Properties=species:S:1:pos:R:3:forces:R:3 method="wB97M-V/def2-TZVPD" mol_weight_g_mol=388.38 orbital_gap_ev=9.511 smiles="CP(O)[C@]1(COO)COS(=O)(=O)O1.c1ccccc1.c1ccccc1" e_homo_ev=-9.33
C 0.214261 -0.265642 -1.712373 0.0 -0.1 0.0
P 0.542539 -1.612798 -0.515103 0.1 -0.1 0.1
O 0.964977 -0.713331 0.814487 -0.1 -0.1 -0.2
C 2.256083 -2.226922 -1.143762 0.0 0.2 -0.1
C 3.383862 -1.409710 -0.549335 0.1 0.0 0.0
O 4.687008 -1.893201 -0.767356 0.0 0.0 -0.2
O 5.032382 -1.543634 -2.124040 0.0 0.1 0.1
C 2.276516 -2.430991 -2.650442 0.1 -0.3 -0.1
O 1.333764 -3.518702 -2.809184 0.0 0.1 0.0
S 1.672823 -4.614237 -1.691142 0.0 0.1 -0.1
O 0.446014 -5.068245 -1.147874 0.1 0.0 0.0
O 2.647345 -5.525245 -2.178188 -0.1 0.0 0.0
O 2.416465 -3.610228 -0.697345 -0.2 0.1 0.2
H -0.738721 0.175352 -1.418373 0.0 0.1 0.0
H 0.977079 0.516455 -1.735529 0.0 0.0 0.0
H 0.078521 -0.670652 -2.714075 0.0 0.0 0.0
H 1.377841 0.128742 0.593416 0.1 0.1 0.1
H 3.288997 -1.400309 0.534624 0.0 0.0 0.0
H 3.309189 -0.379762 -0.916887 0.0 0.0 0.0
H 5.544112 -2.324839 -2.370292 0.1 0.0 0.0
H 1.965621 -1.591633 -3.259745 -0.2 0.0 0.0
H 3.251899 -2.773398 -2.990360 0.0 0.1 0.0
C -2.541056 0.412581 5.282766 0.0 0.0 0.0
C -3.344913 -0.718673 5.314000 0.0 0.0 0.0
C -3.302264 -1.629765 4.267495 0.0 0.0 0.0
C -2.455956 -1.409891 3.189503 0.0 0.0 0.0
C -1.651288 -0.278678 3.157315 0.0 0.0 0.0
C -1.694995 0.632173 4.204294 0.0 0.0 0.0
H -2.573529 1.122292 6.099590 0.0 0.0 0.0
H -4.003609 -0.891374 6.155524 0.0 0.0 0.0
H -3.928092 -2.512671 4.292725 0.0 0.0 0.0
H -2.417569 -2.122431 2.375017 0.0 0.0 0.0
H -0.985619 -0.119266 2.320112 0.0 0.0 0.0
H -1.068007 1.514876 4.181143 0.0 0.0 0.0
C -0.635688 3.201353 -0.859317 0.0 0.0 0.0
C -1.986513 3.343507 -0.574158 0.0 0.0 0.0
C -2.764914 4.205740 -1.334052 0.0 0.0 0.0
C -2.192153 4.923327 -2.375066 0.0 0.0 0.0
C -0.840760 4.780281 -2.658244 0.0 0.0 0.0
C -0.060954 3.918783 -1.899159 0.0 0.0 0.0
H -0.029925 2.531622 -0.261412 0.0 0.0 0.0
H -2.431489 2.783021 0.238372 0.0 0.0 0.0
H -3.818286 4.319410 -1.113185 0.0 0.0 0.0
H -2.799831 5.595913 -2.966469 0.0 0.0 0.0
H -0.395160 5.341173 -3.469591 0.0 0.0 0.0
H 0.993989 3.809624 -2.118326 0.0 0.0 0.0

---

75
Properties=species:S:1:pos:R:3:forces:R:3 method="wB97M-V/def2-TZVPD" mol_weight_g_mol=2790.03 orbital_gap_ev=8.709 e_homo_ev=-9.41
C -0.663105 -1.856427 -2.087205 -1.0 -0.4 -0.7
S 1.020693 -1.148699 -1.671414 4.0 -4.6 1.5
O 1.483674 -1.424672 -0.218707 -2.5 1.6 -4.2
O 2.050484 -1.905066 -2.597466 -3.6 2.8 1.5
P 1.231991 0.952816 -2.240234 0.9 0.6 -0.3
C 1.044397 0.921301 -4.140486 -0.5 0.5 -0.9
C -0.471741 1.179958 -4.701304 0.0 0.1 -1.5
C -1.225359 -0.139890 -5.317518 -1.0 0.6 1.2
S -0.214677 -1.126198 -6.552114 0.2 0.2 0.4
C -0.134318 2.005731 -1.386346 -1.5 0.7 1.3
C -1.198141 1.133756 -0.490144 1.7 -3.8 6.0
O -0.871727 0.376755 0.587436 -2.0 5.5 -7.8
Cl -3.046150 1.170866 -0.888051 2.6 0.3 -0.1
H -1.511533 -1.051011 -2.208679 2.0 -1.3 0.5
H -0.968806 -2.606132 -1.240775 0.8 1.4 -1.7
H -0.558189 -2.377900 -3.153945 0.0 1.0 2.5
H 1.546671 -0.078994 -4.514753 -1.2 1.9 0.8
H 1.742326 1.794992 -4.558516 -1.5 -1.9 1.2
H -1.210298 1.680689 -3.945067 1.5 -1.0 -1.2
H -0.363808 1.949764 -5.607446 -0.3 -1.7 2.0
H -2.170068 0.272048 -5.920215 2.2 -1.1 1.1
H -1.699048 -0.831647 -4.467663 1.2 1.5 -1.8
H 0.865365 -1.760994 -5.903482 -1.4 0.9 0.0
H -0.706644 2.731310 -2.103966 1.0 -1.6 1.2
H 0.446240 2.707183 -0.614111 -1.3 -1.7 -1.5
C 2.579246 -5.272097 -0.342782 0.0 0.3 -0.1
Br 2.069167 -4.569606 1.398077 0.1 -0.4 -0.4
Br 4.098845 -6.480230 -0.218799 -0.4 0.3 0.0
Br 1.074113 -6.094054 -1.260976 0.3 0.2 0.3
H 2.897690 -4.419073 -0.951033 -0.1 -0.3 0.2
C -2.064404 5.412865 0.277144 -0.1 0.1 0.1
Br -2.936855 4.772669 -1.339409 0.2 0.2 0.3
Br -2.275829 4.166626 1.755769 0.1 0.3 -0.5
Br -0.195978 5.855014 -0.035276 -0.3 -0.4 0.1
H -2.568503 6.340862 0.566507 0.2 -0.4 -0.1
C -3.777936 -3.336797 -4.657129 -0.1 -0.3 -0.1
Br -4.541734 -1.887806 -5.706558 0.2 -0.3 0.3
Br -2.118343 -3.993837 -5.430556 -0.5 0.2 0.3
Br -3.559186 -2.840322 -2.789033 -0.4 -0.2 -0.5
H -4.494065 -4.164649 -4.686195 0.3 0.4 0.0
C 4.343655 -4.848885 5.000574 0.0 0.1 -0.1
Br 4.023877 -6.627137 4.279582 0.1 0.4 0.2
Br 2.730400 -3.761964 4.988156 0.4 -0.7 0.4
Br 5.155460 -4.919194 6.766968 -0.2 0.0 -0.4
H 5.064078 -4.359509 4.336852 -0.3 -0.2 0.3
C -1.578360 -4.427797 5.964164 -0.2 -0.1 0.0
Br -0.631777 -6.100497 6.264695 -0.2 0.5 -0.1
Br -1.430879 -3.228670 7.488790 0.0 -0.3 -0.4
Br -1.021465 -3.567931 4.310497 -0.1 -0.2 0.4
H -2.639151 -4.676001 5.853977 0.5 0.1 0.1
C -2.329478 5.246398 6.133140 -0.2 0.1 0.0
Br -1.565679 5.313611 7.920977 -0.2 -0.1 -0.5
Br -1.441341 6.480541 4.919779 -0.2 -0.3 0.3
Br -2.360962 3.434038 5.427111 0.1 0.4 0.2
H -3.370668 5.574733 6.217668 0.5 -0.2 0.0
C 3.137211 0.299264 3.329930 0.1 -0.1 -0.3
Br 2.817433 -1.478988 2.608938 0.1 1.0 -0.1
Br 1.523956 1.386185 3.317512 0.3 -0.3 0.0
Br 3.949015 0.228955 5.096324 -0.2 0.0 -0.3
H 3.857633 0.788639 2.666207 -0.3 -0.2 0.3
C -0.360833 9.708746 -1.932274 0.0 0.2 -0.1
Br 0.489131 8.447192 -3.144835 -0.2 0.3 0.3
Br -1.828749 8.892526 -0.950871 0.2 0.4 -0.3
Br 0.927804 10.548343 -0.741220 -0.3 -0.3 -0.3
H -0.791770 10.504312 -2.549034 0.2 -0.4 0.3
C -5.394753 -0.301578 2.218987 0.0 -0.2 0.2
Br -4.340078 -1.306895 0.930087 -0.4 0.0 0.5
Br -4.406507 1.210680 2.940504 -0.3 -0.3 -0.2
Br -7.112057 0.240558 1.483407 0.5 -0.1 0.1
H -5.603974 -0.975641 3.056178 0.1 0.3 -0.4
C 6.293594 -2.831630 -0.874915 -0.2 -0.1 0.1
Br 7.348270 -3.836947 -2.163815 -0.2 0.2 0.3
Br 7.281842 -1.319372 -0.153398 -0.2 -0.3 -0.2
Br 4.576291 -2.289495 -1.610495 0.6 -0.2 0.3
H 6.084375 -3.505693 -0.037724 0.1 0.3 -0.4

---

45
Properties=species:S:1:pos:R:3:forces:R:3 method="wB97M-V/def2-TZVPD" mol_weight_g_mol=575.99 orbital_gap_ev=5.152 total_charge=+1 e_homo_ev=-10.41
C 4.983980 1.505610 1.149419 -0.5 0.7 0.0
C 3.684409 0.837785 0.406085 -3.6 -1.3 -1.8
C 3.607324 -0.685169 -0.228666 -2.9 2.4 0.0
C 2.205848 -1.272754 -0.927145 0.1 4.0 1.2
C 0.811172 -0.354536 -1.022838 4.5 1.1 1.9
C -0.527294 -0.999319 -1.716167 -0.4 0.7 0.4
C -1.937946 -0.642777 -0.884002 0.3 0.2 -0.3
C -3.271464 -0.648041 -1.825565 -1.9 1.7 6.2
C -4.606640 -0.228372 -0.900544 6.2 -0.9 0.4
C -4.156047 0.054363 0.642364 -1.5 0.6 0.3
N -5.301806 0.498109 1.578316 3.2 0.1 -0.7
N -2.820482 -0.047684 1.290359 -3.4 -0.4 -4.5
N -1.732276 -0.387859 0.552410 -2.2 -0.5 -4.0
C 0.943671 1.179871 -0.419817 2.3 -2.3 -0.1
C 2.315855 1.762522 0.266146 0.0 -4.0 -1.3
H 6.013859 1.009919 0.894554 -2.2 0.7 0.4
H 4.837275 1.538953 2.332778 0.3 -0.3 -2.6
H 5.057051 2.644770 0.809062 -0.2 -2.5 0.6
H 4.572124 -1.374589 -0.165329 -2.4 1.6 -0.2
H 2.161192 -2.369216 -1.383105 0.9 3.6 0.7
H -0.619002 -0.596589 -2.834294 0.0 -0.8 2.5
H -0.505380 -2.179159 -1.769348 0.3 2.5 0.2
H -3.338383 -0.894359 -2.967631 0.4 0.5 2.5
H -5.696031 -0.158473 -1.344732 2.4 0.0 1.5
H -5.348816 1.561310 1.589396 0.0 -1.7 -0.3
H -5.030637 0.234520 2.562145 -0.5 0.2 -1.3
H -2.695997 0.157811 2.327281 -0.1 -0.3 -1.8
H -0.028938 1.847555 -0.486069 2.4 -1.4 0.2
H 2.359870 2.846070 0.710525 -0.2 -2.4 -1.1
Br -0.611964 2.801394 2.058042 -0.1 0.1 0.1
C 0.573232 4.310463 2.406619 0.0 0.0 0.4
C -0.187381 5.615968 2.401542 0.0 0.3 -0.1
Br -0.597734 6.187158 0.582315 -0.1 -0.1 0.1
H 1.370287 4.269792 1.659102 -0.3 0.1 0.2
H 0.998178 4.115530 3.395272 -0.1 0.0 -0.2
H 0.423689 6.420340 2.820727 0.0 -0.2 0.0
H -1.136552 5.567326 2.942371 0.3 -0.1 -0.1
Br 1.093798 -3.866660 -0.714583 -1.0 -1.8 0.4
C 0.174487 -5.474025 -1.326734 0.1 -0.3 0.3
C 0.622023 -5.864625 -2.715995 -0.1 -0.2 -0.1
Br -0.194954 -4.721372 -4.068678 0.1 0.1 0.1
H -0.898370 -5.274566 -1.256552 0.3 -0.1 -0.1
H 0.443633 -6.248361 -0.602872 -0.1 0.1 -0.2
H 0.286522 -6.876742 -2.959298 0.0 0.2 0.1
H 1.704616 -5.801894 -2.856867 -0.3 0.0 0.1

---

59
Properties=species:S:1:pos:R:3:forces:R:3 method="wB97M-V/def2-TZVPD" mol_weight_g_mol=778.78 s_squared=0.75 orbital_gap_ev="8.460 / 7.099" multiplicity=2 e_homo_ev="-8.18 / -8.47" e_above_lowest_ev=1.164
Cu -0.988112 0.021646 -0.485646 0.5 -0.4 0.2
C 3.396788 1.260646 -1.759446 -0.3 -0.1 0.1
P 2.118588 0.350146 -0.779946 1.7 -0.3 0.5
C 2.780688 0.712146 0.904854 -0.2 -0.1 -0.2
C 2.784688 -1.369954 -1.042446 -0.2 0.4 -0.1
C 1.909988 -2.416454 -0.373746 -0.2 0.2 0.1
P 0.127088 -2.034254 -0.629246 -0.5 -1.1 -0.8
C -0.721312 -3.473254 0.131354 0.0 0.3 0.1
C -0.065612 -2.520454 -2.406046 0.2 0.1 0.4
H 4.395788 1.006746 -1.402246 0.0 0.0 0.0
H 3.222788 2.328746 -1.651146 0.1 0.0 0.0
H 3.295988 0.999546 -2.810146 0.1 0.0 0.0
H 3.821188 0.396746 0.979154 0.1 0.0 0.0
H 2.179388 0.185746 1.641654 0.0 0.0 0.1
H 2.708988 1.785346 1.079154 0.0 0.0 0.0
H 3.813788 -1.430454 -0.682246 0.0 0.0 -0.1
H 2.779488 -1.518454 -2.123446 0.1 0.0 0.0
H 2.088588 -2.452654 0.701254 0.0 0.0 -0.1
H 2.097388 -3.409054 -0.799846 -0.1 0.1 0.1
H -0.257012 -4.396854 -0.217146 0.0 0.0 -0.1
H -1.768912 -3.460854 -0.166246 0.0 -0.1 0.0
H -0.659312 -3.423054 1.214454 0.0 0.0 0.0
H 0.318088 -3.524354 -2.585946 0.0 -0.1 0.0
H 0.464688 -1.800854 -3.022046 0.0 -0.1 -0.1
H -1.119712 -2.479154 -2.670246 -0.1 0.0 -0.1
Cl -3.395912 1.359546 -0.579546 -0.8 0.0 -0.1
C -4.389312 -0.089754 -0.902346 0.1 0.3 0.1
Cl -3.346012 -1.498254 -1.102346 -0.3 -0.3 -0.2
H -4.945312 0.049946 -1.828246 0.1 0.1 0.2
H -5.035512 -0.271954 -0.045946 0.1 0.1 -0.2
Br -1.150112 -0.333854 8.123854 0.0 0.0 -0.2
C -1.011312 -0.419554 6.228554 0.0 0.0 0.1
C -1.869312 0.338646 5.447554 0.0 0.0 0.2
C -1.771712 0.262846 4.070654 0.2 -0.2 -0.1
C -0.808812 -0.552854 3.485754 -0.1 0.0 0.0
C 0.047588 -1.304054 4.283754 -0.1 0.1 -0.1
C -0.048812 -1.238954 5.659654 0.0 0.0 0.2
C -0.669612 -0.641854 1.995854 0.7 -0.7 1.4
O -1.586612 -0.148954 1.300954 -0.5 0.4 -0.4
O 0.331588 -1.236954 1.553254 0.2 0.2 0.4
H -2.605312 0.976346 5.912254 0.0 0.0 0.1
H -2.431812 0.832846 3.436054 -0.1 0.1 0.0
H 0.784588 -1.935654 3.807754 0.0 0.0 0.0
H 0.612688 -1.822254 6.281854 0.0 0.0 0.1
F -1.925212 3.868046 -1.852446 0.0 -0.2 0.0
C -0.821912 4.369146 -1.291346 0.0 0.0 -0.1
F -1.180212 5.002246 -0.177246 0.3 -0.3 0.2
F -0.310512 5.264946 -2.128746 0.3 -0.1 0.0
S 0.379088 2.947946 -0.982946 -1.2 1.3 -0.1
O -0.390312 2.053446 -0.149346 -0.4 0.1 0.3
O 1.542688 3.528946 -0.415946 0.4 0.2 0.0
N 0.579588 2.459746 -2.461046 0.0 -0.1 -0.1
S 0.055888 1.107646 -3.025346 0.2 0.9 -2.1
O 1.064488 0.190246 -3.443346 0.3 0.0 -0.3
O -1.090612 0.543946 -2.344646 -0.6 -0.3 -0.2
C -0.693312 1.660646 -4.661846 -0.1 0.1 -0.1
F -1.671512 2.549846 -4.506746 0.1 0.0 0.3
F -1.206212 0.596146 -5.282546 0.1 -0.1 0.2
F 0.233088 2.194446 -5.450446 0.2 -0.1 0.3

---

44
Properties=species:S:1:pos:R:3:forces:R:3 method="wB97M-V/def2-TZVPD" mol_weight_g_mol=319.84 orbital_gap_ev=7.661 smiles=CNc1nc(NCC[C@H]2CCN(C)C2)nc2ccc(Cl)cc12 e_homo_ev=-7.81 e_above_lowest_ev=0.543
Cl -3.186114 -1.247677 6.258932 -0.1 0.6 -0.3
N 0.085574 0.806283 1.192579 -1.5 0.2 0.9
N 0.273743 -1.457232 1.623990 1.8 -2.2 -1.2
C 0.600301 -0.373248 0.987789 0.1 -1.0 0.0
C -1.739421 -2.500675 4.491836 1.3 -0.8 -1.2
C -2.253278 -1.276463 4.765863 -0.8 3.8 0.1
C -0.858202 -2.548812 3.441414 0.8 -0.3 -0.8
C -0.877257 0.849938 2.101813 3.2 5.4 -2.8
C -1.997989 -0.060813 4.007772 -2.4 -3.0 4.3
C -0.559388 -1.405842 2.626405 -1.5 -0.4 1.4
C -1.200577 -0.181497 2.919062 -0.2 -0.9 0.5
N -1.221347 2.240034 2.114678 -1.5 0.9 2.2
N 1.539711 -0.335027 0.042037 0.6 -3.2 -0.8
N 1.714840 2.427628 -1.715090 1.0 0.8 0.1
C -0.450198 3.152364 3.067279 -1.9 -0.6 -0.9
C 2.040314 3.459949 -0.741228 0.6 1.1 -2.9
C 1.686901 -1.464930 -0.887531 -0.1 -0.3 0.5
C 0.428852 1.942492 -2.141859 1.6 -3.5 3.9
C 2.771945 1.472963 -1.861894 1.4 -0.1 1.9
C 2.617719 -1.087299 -1.989495 -1.7 1.6 -1.5
C 0.838318 0.663415 -2.970340 -0.7 0.5 1.4
C 2.327757 0.322319 -2.675871 -0.8 -1.4 -1.2
H -1.982293 -3.352700 5.119754 0.2 0.1 -0.2
H -0.296282 -3.453316 3.225461 -0.2 0.1 -0.1
H -2.438070 0.827321 4.456540 0.2 0.1 -0.7
H -1.174888 2.610183 1.173413 0.3 -0.4 0.2
H 1.614052 0.561169 -0.331953 -0.1 1.3 -0.7
H 0.189295 3.861630 2.580199 0.2 0.3 -0.9
H -1.198487 3.735413 3.616397 0.4 -0.3 0.4
H 0.227021 2.593557 3.669929 0.1 -0.6 0.8
H 1.535933 4.421904 -0.954316 0.0 -0.5 0.1
H 1.913645 3.198943 0.244972 -0.8 -0.9 2.6
H 3.133659 3.664491 -0.812614 -0.6 0.0 -0.2
H 2.197380 -2.305382 -0.415404 -0.4 0.0 0.5
H 0.727817 -1.887373 -1.275744 0.3 0.7 0.4
H -0.135703 1.622281 -1.184702 0.1 0.3 -1.5
H -0.126599 2.633317 -2.640194 -1.5 2.0 -1.7
H 3.183259 1.046721 -0.855886 -0.2 1.1 -1.4
H 3.559220 1.975946 -2.373924 1.2 0.4 -0.1
H 3.581010 -1.123607 -1.573281 1.6 0.3 0.2
H 2.526046 -1.861816 -2.729113 0.2 -0.4 -0.5
H 0.200702 -0.152355 -2.656790 -0.3 -0.2 -0.3
H 0.658126 0.939616 -3.980508 0.0 -0.3 -1.1
H 2.806743 0.329977 -3.676588 0.1 -0.1 0.7